# 1
An isolated molecule of C26H38BrN3O4S in a non-equilibrium geometry. Source: the Open Molecules 2025 dataset; level of theory: ωB97M-V/def2-TZVPD.

Calculated values
Frontier orbital gap in eV: 8.25
ΔE to the lowest compared entry with this formula, charge and spin in kcal per mole: 2.5
Energy in eV: -121118.140
LUMO energy in eV: 0.4
SMILES string: CCN(CC)S(=O)(=O)c1ccc(N2CCOCC2)c(NC(=O)C[C@@]23C[C@@H]4C[C@@H](C[C@@](Br)(C4)C2)C3)c1

Structure (ORCA input):
```
! RIJCOSX wB97M-V def2-TZVPD def2/J DEFGRID3
* xyz 0 1
C -3.2053 -3.2902 -2.6631
H -4.0262 -3.5565 -3.3244
H -3.3077 -2.2456 -2.3802
H -2.2748 -3.4129 -3.2101
C -3.2415 -4.1855 -1.4232
N -2.3980 -3.7528 -0.3409
S -3.0686 -2.9509 0.9375
O -2.2511 -3.1850 2.0945
O -4.4616 -3.2913 0.9934
C -2.9364 -1.2158 0.5298
C -3.8883 -0.6017 -0.2612
C -3.7624 0.7377 -0.5636
C -2.6845 1.5074 -0.0940
C -1.6858 0.8342 0.6494
C -1.8425 -0.5039 0.9755
H -1.1069 -1.0162 1.5778
N -0.4965 1.4722 1.0688
C 0.3193 2.1991 0.2470
O 0.0405 2.4596 -0.9012
C 1.5997 2.6594 0.9221
H 1.5310 2.5232 2.0030
H 1.7202 3.7244 0.7146
C 2.8393 1.9156 0.3836
C 3.1033 2.2944 -1.0763
C 4.3371 1.5561 -1.5928
C 5.5546 1.9441 -0.7545
C 5.3026 1.5638 0.7036
C 4.0648 2.2950 1.2236
H 4.2255 3.3738 1.1728
H 3.8962 2.0324 2.2713
C 5.0811 0.0527 0.8045
C 3.8711 -0.3056 -0.0402
C 4.1102 0.0452 -1.4977
H 4.9823 -0.4927 -1.8772
H 3.2459 -0.2425 -2.1008
C 2.6271 0.3969 0.4765
H 1.7622 0.1028 -0.1239
H 2.4396 0.1047 1.5139
Br 3.5769 -2.2790 0.0972
H 5.9632 -0.4821 0.4450
H 4.9148 -0.2362 1.8453
H 6.1701 1.8391 1.3128
H 5.7323 3.0184 -0.8329
H 6.4447 1.4306 -1.1246
H 4.5097 1.8251 -2.6397
H 3.2643 3.3719 -1.1494
H 2.2314 2.0501 -1.6846
H -0.0938 1.0966 1.9160
N -2.5913 2.8497 -0.3577
C -2.2795 3.8150 0.6722
H -1.8330 3.3298 1.5375
C -3.5716 4.5246 1.1085
H -3.3515 5.3205 1.8220
O -4.2202 5.1420 0.0218
C -4.5441 4.2001 -0.9783
H -5.0069 4.7652 -1.7888
C -3.2808 3.4765 -1.4614
H -3.5120 2.7426 -2.2309
H -2.5955 4.2192 -1.8866
H -5.2686 3.4725 -0.5803
H -4.2446 3.7893 1.5787
H -1.5783 4.5529 0.2661
H -4.5363 1.2121 -1.1456
H -4.7417 -1.1717 -0.5918
C -0.9691 -3.9351 -0.3689
C -0.1986 -2.8647 -1.1428
H 0.8650 -2.9982 -0.9638
H -0.3784 -2.9394 -2.2111
H -0.4920 -1.8711 -0.8131
H -0.6511 -3.9261 0.6753
H -0.7496 -4.9231 -0.7870
H -2.9657 -5.2099 -1.6993
H -4.2518 -4.2007 -1.0106
*
```

Mulliken population analysis, charges in e, atoms 1 to 4:
1. C -0.9481
2. H 0.3862
3. H 0.2027
4. H 0.2994

# 2
A structure of composition C24H26N4RuSSe2Si. Source: the Open Molecules 2025 dataset; level of theory: ωB97M-V/def2-TZVPD.

Calculated values
Frontier orbital gap (spin up / spin down) in eV: 7.99 / 6.90
ΔE to the lowest compared entry with this formula, charge and spin in kcal per mole: 0.0
Energy in eV: -183244.956
LUMO energy (spin up / spin down) in eV: -6.1 / -7.7

Structure (ORCA input):
```
! RIJCOSX wB97M-V def2-TZVPD def2/J DEFGRID3
* xyz 2 5
Ru 0.2531 -0.4593 0.6103
Se 0.4520 1.3150 3.6083
Se -1.5204 2.2199 2.7930
C -2.4261 0.6793 2.0727
C -3.7714 0.5868 2.4062
C -4.5384 -0.4376 1.8812
C -3.9270 -1.3675 1.0551
C -2.5871 -1.2185 0.7766
N -1.8368 -0.2057 1.2541
C 1.6708 1.9216 2.2463
C 2.5503 2.9506 2.5366
C 3.4484 3.3538 1.5594
C 3.4319 2.7179 0.3276
C 2.5253 1.6971 0.1198
N 1.6611 1.3008 1.0635
H -4.2018 1.3096 3.0856
H -5.5881 -0.5178 2.1296
H -4.4716 -2.1996 0.6324
H -2.0769 -1.9303 0.1416
H 2.5248 3.4259 3.5068
H 4.1474 4.1547 1.7603
H 4.1137 2.9959 -0.4633
H 2.4880 1.1671 -0.8231
S 2.0274 -1.7696 0.0052
C 1.7244 -2.4734 1.5958
C 2.3823 -3.4852 2.2640
C 1.8642 -3.8691 3.4928
C 0.7251 -3.2514 4.0045
C 0.1303 -2.2414 3.2807
N 0.6410 -1.8613 2.1024
H 3.2557 -3.9550 1.8348
H 2.3436 -4.6594 4.0555
H 0.3090 -3.5534 4.9544
H -0.7498 -1.7145 3.6236
C -1.5791 -0.7524 -3.9130
Si -0.2784 -1.2855 -2.6968
C -0.8792 -2.8640 -1.9073
C 1.4111 -1.5339 -3.4421
N -0.1862 0.0181 -1.3990
C -0.2029 1.3232 -1.7544
C 0.2104 1.7887 -3.0382
C 0.2356 3.1308 -3.3276
C -0.1720 4.0720 -2.3801
C -0.6024 3.6489 -1.1205
C -0.6090 2.3130 -0.8118
H -1.8565 -1.6248 -4.5114
H -1.2840 0.0332 -4.6062
H -2.4819 -0.4210 -3.3937
H -0.6698 -3.6620 -2.6271
H -1.9623 -2.8620 -1.7701
H -0.3852 -3.1541 -0.9793
H 1.2843 -2.0802 -4.3816
H 2.0564 -2.1422 -2.8081
H 1.9392 -0.6093 -3.6760
H 0.5473 1.0822 -3.7824
H 0.5731 3.4620 -4.3005
H -0.1626 5.1248 -2.6272
H -0.9423 4.3729 -0.3916
H -0.9781 1.9955 0.1518
*
```

Mulliken population analysis, charges in e, atoms 1 to 4:
1. Ru 1.4026
2. Se 0.0711
3. Se 0.0997
4. C 0.1833

# 3
A structure of composition C5H8OS in a non-equilibrium geometry. Source: the Open Molecules 2025 dataset; level of theory: ωB97M-V/def2-TZVPD.

Calculated values
Frontier orbital gap in eV: 9.48
ΔE to the lowest compared entry with this formula, charge and spin in kcal per mole: 44.6
Energy in eV: -18195.368
LUMO energy in eV: 0.8

Structure (ORCA input):
```
! RIJCOSX wB97M-V def2-TZVPD def2/J DEFGRID3
* xyz 0 1
C 2.1922 0.2831 0.0738
C 1.0925 -0.3645 -0.2954
C -0.7358 1.2347 0.5766
C -1.4560 -0.4222 -1.0087
C -0.2773 -0.2034 0.1987
O -0.4401 -1.1339 1.2478
S -1.9809 1.3063 -0.6539
H 3.2101 -0.0921 -0.1042
H 2.0889 1.1820 0.6975
H 1.0717 -1.3334 -0.8922
H -1.0712 1.3383 1.5836
H 0.1165 1.8950 0.4935
H -1.0568 -0.5383 -2.0579
H -2.2379 -1.1414 -0.7579
H -0.5158 -2.0102 0.8986
*
```

Mulliken population analysis, charges in e, atoms 1 to 4:
1. C -0.7025
2. C -0.4688
3. C -0.8164
4. C -0.7360

# 4
A structure of composition C20H17INRhS4 in a non-equilibrium geometry. Source: the Open Molecules 2025 dataset; level of theory: ωB97M-V/def2-TZVPD.

Calculated values
Frontier orbital gap (spin up / spin down) in eV: 7.67 / 5.36
Energy in eV: -76953.818
LUMO energy (spin up / spin down) in eV: 0.2 / -2.4

Structure (ORCA input):
```
! RIJCOSX wB97M-V def2-TZVPD def2/J DEFGRID3
* xyz 0 5
Rh -0.2054 1.3185 1.6567
S 1.4594 1.7521 3.1886
C 2.7437 0.6381 2.7616
C 4.0687 0.8981 3.1383
C 5.0998 0.0531 2.7437
C 4.7722 -1.0647 1.9836
C 3.4703 -1.3957 1.6561
C 2.4552 -0.5496 2.0501
S 0.7447 -0.9672 1.9063
C 0.7233 -1.7842 0.2856
C -0.5775 -1.6807 -0.4404
C -0.5526 -1.9498 -1.8324
C -1.7108 -1.8621 -2.5533
C -2.8960 -1.5256 -1.9022
C -2.8736 -1.3057 -0.5321
C -4.0896 -1.0189 0.1333
S -1.7193 2.5506 0.2969
C -1.2542 1.9934 -1.2787
C -2.2351 1.9471 -2.3062
C -1.8536 1.6374 -3.5934
C -0.5088 1.3839 -3.8927
C 0.4347 1.4038 -2.9501
C 0.0667 1.5982 -1.5918
S 1.1617 1.4474 -0.3084
N -1.6851 -1.3950 0.1995
H 4.2690 1.8409 3.5995
H 6.1311 0.2716 3.0328
H 5.5457 -1.7262 1.6092
H 3.2550 -2.3242 1.1202
H 0.9819 -2.8351 0.4104
H 1.5287 -1.3631 -0.2897
H 0.4314 -2.1369 -2.2243
H -1.7006 -2.0009 -3.6039
H -3.8096 -1.4533 -2.4244
H -4.1271 -0.8455 1.1947
H -4.9986 -0.9454 -0.4343
H -3.2589 2.2096 -2.0671
H -2.5702 1.6524 -4.3773
H -0.2649 1.2269 -4.9481
H 1.4859 1.2986 -3.1997
I -2.3813 2.9224 3.9639
C -1.6627 1.0469 3.1647
H -2.5344 0.6178 2.6628
H -1.3591 0.4209 3.9919
*
```

Mulliken population analysis, charges in e, atoms 1 to 4:
1. Rh 0.5157
2. S -0.2508
3. C 0.4212
4. C -0.5617

# 5
A cluster of 2 separate species, C4H13N3O in total. Source: the Open Molecules 2025 dataset; level of theory: ωB97M-V/def2-TZVPD.

Calculated values
Frontier orbital gap in eV: 8.82
ΔE to the lowest compared entry with this formula, charge and spin in kcal per mole: 44.1
Energy in eV: -10875.765
LUMO energy in eV: 1.1
SMILES string: N/C=C/N.NCCO

Structure (ORCA input):
```
! RIJCOSX wB97M-V def2-TZVPD def2/J DEFGRID3
* xyz 0 1
C -0.7605 1.3874 0.9957
O -2.1652 1.3955 0.8382
C -0.2844 0.1917 1.7935
N 1.1713 0.0294 1.6268
H -0.2653 1.4318 0.0216
H -0.4912 2.2983 1.5415
H -0.5495 0.3353 2.8471
H -0.7587 -0.7365 1.4811
H 1.6405 0.8922 1.8982
H 1.5245 -0.6838 2.2595
C -0.2660 -1.0457 -1.2980
C 0.8721 -0.5881 -1.7886
N 2.1263 -1.1128 -1.3883
N -1.5331 -0.4438 -1.5495
H -0.2588 -1.8871 -0.6180
H 0.8678 0.2922 -2.4184
H 2.8964 -0.6420 -1.8410
H 2.2644 -0.9499 -0.3951
H -2.3300 0.8090 0.0820
H -2.2353 -1.1513 -1.7366
H -1.4654 0.1781 -2.3516
*
```

Mulliken population analysis, charges in e, atoms 1 to 4:
1. C -0.5811
2. O -0.5593
3. C -0.4074
4. N -0.4957

# 6
An isolated molecule of C6H12O. Source: the Open Molecules 2025 dataset; level of theory: ωB97M-V/def2-TZVPD.

Calculated values
Frontier orbital gap in eV: 11.08
ΔE to the lowest compared entry with this formula, charge and spin in kcal per mole: 29.6
Energy in eV: -8463.071
LUMO energy in eV: 1.1
SMILES string: CC(C)[C@H]1O[C@H]1C

Structure (ORCA input):
```
! RIJCOSX wB97M-V def2-TZVPD def2/J DEFGRID3
* xyz 0 1
C -0.4423 0.0638 -2.0072
C 0.3300 0.3013 -0.7096
C 1.1506 1.5944 -0.7662
C -0.6288 0.4140 0.4591
O -1.6654 -0.5330 0.6446
C -0.6593 -0.4522 1.6521
C 0.0715 -1.7673 1.8337
H 0.2378 -0.0197 -2.8628
H -1.0300 -0.8562 -1.9358
H -1.1335 0.8932 -2.2040
H 1.0131 -0.5444 -0.5490
H 0.4889 2.4600 -0.9062
H 1.8618 1.5824 -1.5987
H 1.7127 1.7555 0.1616
H -1.0151 1.4306 0.5864
H -0.9754 0.0459 2.5737
H 0.9699 -1.8735 1.2176
H -0.6261 -2.5557 1.5311
H 0.3396 -1.9391 2.8797
*
```

Mulliken population analysis, charges in e, atoms 1 to 4:
1. C -1.4796
2. C 0.8248
3. C -1.5843
4. C -0.2231

- Which of these has the highest energy?
  C6H12O